1.
ORCA calculation (ωB97M-V with the def2-TZVPD basis set) on a molecular structure, C55H114InN8NiO15 at a distorted geometry.

```
194
C55H114InN8NiO15 (ωB97M-V with the def2-TZVPD basis set)
Ni 0.675 1.142 3.458
In 1.773 -3.069 2.069
C 0.252 -1.145 4.471
O 0.170 -2.355 4.588
O -0.545 -0.317 3.940
O 1.276 -0.710 3.991
N 3.306 0.782 1.864
O 2.689 1.479 2.607
O 3.760 1.224 0.827
O 3.444 -0.408 2.150
N -0.387 0.174 0.801
O -1.490 0.147 0.385
O -0.096 1.142 1.451
O 0.390 -0.733 0.609
C -5.978 -1.571 -0.305
C -6.311 -0.155 0.024
C -7.262 -0.179 1.205
C -7.552 1.100 1.972
C -6.165 1.568 2.509
C -5.008 1.793 1.353
N -5.052 0.582 0.462
O -4.085 0.727 -0.477
C -5.371 3.071 0.545
C -3.637 2.011 2.155
C -6.901 0.575 -1.126
H -5.419 -2.076 0.482
H -5.462 -1.769 -1.244
H -6.901 -2.100 -0.543
H -8.216 -0.581 0.864
H -6.847 -0.892 1.917
H -8.459 0.900 2.542
H -8.165 1.821 1.431
H -5.708 1.046 3.350
H -6.403 2.565 2.881
H -6.303 3.191 -0.008
H -5.240 3.977 1.136
H -4.759 3.183 -0.351
H -2.850 2.197 1.424
H -3.756 2.927 2.734
H -3.121 1.297 2.798
H -6.159 0.510 -1.922
H -7.012 1.659 -1.088
H -7.852 0.269 -1.562
H -3.336 0.254 -0.108
C -0.966 -4.589 -0.589
C -2.028 -4.925 0.458
C -2.279 -6.516 0.127
C -3.060 -7.220 1.286
C -2.252 -6.985 2.507
C -2.241 -5.475 2.929
N -1.620 -4.700 1.794
O -1.290 -3.353 2.077
C -3.668 -4.886 3.264
C -1.532 -5.431 4.326
C -3.354 -4.231 0.067
H -0.753 -3.537 -0.775
H -1.390 -4.827 -1.564
H -0.001 -4.960 -0.243
H -2.817 -6.730 -0.796
H -1.337 -7.015 -0.100
H -3.044 -8.276 1.017
H -4.074 -6.845 1.432
H -1.241 -7.389 2.452
H -2.742 -7.576 3.281
H -4.510 -5.056 2.594
H -3.997 -5.174 4.262
H -3.727 -3.811 3.434
H -1.343 -4.413 4.668
H -2.102 -5.890 5.134
H -0.618 -6.014 4.212
H -3.666 -4.575 -0.918
H -3.329 -3.141 0.065
H -4.159 -4.593 0.707
H -2.162 -2.952 2.105
C 5.597 -3.873 1.300
C 5.996 -3.424 -0.167
C 6.464 -4.653 -0.837
C 6.542 -4.458 -2.331
C 5.139 -4.268 -2.900
C 4.372 -3.067 -2.225
N 4.633 -3.004 -0.782
O 4.042 -2.042 -0.070
C 4.841 -1.691 -2.814
C 2.874 -3.260 -2.592
C 7.010 -2.207 -0.153
H 6.334 -4.361 1.939
H 4.839 -4.630 1.096
H 5.276 -3.047 1.934
H 7.352 -5.105 -0.395
H 5.681 -5.392 -0.665
H 7.041 -5.296 -2.818
H 7.041 -3.523 -2.586
H 4.557 -5.189 -2.929
H 5.244 -4.091 -3.970
H 5.873 -1.367 -2.681
H 4.751 -1.638 -3.899
H 4.334 -0.769 -2.528
H 2.654 -3.201 -3.658
H 2.418 -4.186 -2.242
H 2.209 -2.523 -2.140
H 6.482 -1.387 0.334
H 7.207 -1.854 -1.165
H 7.967 -2.258 0.368
H 4.363 -1.208 -0.423
C 3.479 4.780 0.100
C 3.190 4.521 -1.345
C 2.034 3.449 -1.559
C 1.334 3.401 -2.877
C 0.814 4.781 -3.337
C 2.037 5.749 -3.444
N 2.899 5.684 -2.169
O 3.794 6.765 -2.081
C 2.859 5.457 -4.768
C 1.425 7.113 -3.496
C 4.453 3.924 -1.956
H 2.673 5.472 0.346
H 4.380 5.392 0.132
H 3.591 3.975 0.826
H 2.523 2.488 -1.392
H 1.307 3.549 -0.753
H 0.459 2.765 -2.750
H 1.960 3.025 -3.686
H 0.095 4.988 -2.545
H 0.328 4.550 -4.285
H 3.380 6.303 -5.218
H 3.654 4.711 -4.778
H 2.291 5.050 -5.604
H 1.240 7.547 -2.513
H 2.050 7.773 -4.097
H 0.438 7.099 -3.959
H 5.000 3.090 -1.516
H 5.317 4.562 -2.143
H 4.253 3.548 -2.959
H 3.213 7.529 -2.112
C -0.512 0.606 -5.252
C -0.399 -0.927 -5.265
C 0.313 -1.420 -3.979
C -0.499 -1.390 -2.729
C -1.814 -2.217 -3.002
C -2.715 -1.712 -4.160
N -1.819 -1.399 -5.344
O -2.577 -1.215 -6.495
C -3.796 -2.770 -4.656
C -3.352 -0.407 -3.687
C 0.517 -1.522 -6.406
H 0.380 0.982 -4.753
H -1.337 1.021 -4.673
H -0.524 1.191 -6.172
H 0.727 -2.418 -4.123
H 1.132 -0.781 -3.647
H -0.652 -0.397 -2.308
H 0.092 -1.885 -1.958
H -2.427 -2.218 -2.101
H -1.573 -3.222 -3.351
H -3.249 -3.565 -5.162
H -4.435 -3.172 -3.869
H -4.470 -2.446 -5.449
H -3.846 -0.012 -4.575
H -4.093 -0.445 -2.889
H -2.606 0.300 -3.326
H 0.115 -1.210 -7.369
H 0.459 -2.609 -6.467
H 1.552 -1.179 -6.408
H -2.494 -0.263 -6.588
C 2.194 1.789 6.114
C 1.722 3.222 5.790
C 3.152 3.887 5.536
C 2.882 5.283 4.951
C 2.024 5.165 3.684
C 0.658 4.347 3.761
N 0.822 3.125 4.587
O -0.407 2.497 4.815
C -0.339 5.381 4.222
C 0.254 4.094 2.303
C 1.094 3.804 7.071
H 2.695 1.577 7.058
H 2.821 1.399 5.312
H 1.308 1.181 6.300
H 3.453 4.093 6.563
H 3.894 3.250 5.053
H 3.869 5.733 4.840
H 2.480 5.963 5.702
H 2.634 4.800 2.858
H 1.819 6.227 3.544
H -1.282 4.954 4.563
H 0.048 5.868 5.118
H -0.492 6.053 3.378
H 1.047 3.476 1.882
H -0.647 3.481 2.314
H 0.134 4.916 1.597
H 0.016 3.644 7.101
H 1.191 4.888 7.116
H 1.381 3.296 7.992
H -0.749 3.074 5.501
```

The lowest unoccupied orbital energy (alpha / beta) comes out at -2.454 / -5.917 eV. As for the max |F|: 0.2211 hartree/bohr. Its calculated total energy is -147700.9116 eV. As for the spin multiplicity: 3. As for the net charge: +1.

2.
ORCA calculation (ωB97M-V with the def2-TZVPD basis set) on a molecular structure, C55H41BrIrN3O2P2S.

```
106
C55H41BrIrN3O2P2S (ωB97M-V with the def2-TZVPD basis set)
Ir 0.295 -0.567 -0.047
Br 4.772 -1.791 5.713
C 3.417 -1.370 4.542
C 2.140 -1.015 5.033
C 1.152 -0.703 4.156
C 1.364 -0.736 2.731
O 0.357 -0.503 2.005
C 2.691 -1.072 2.242
C 3.094 -1.061 0.845
N 2.369 -0.688 -0.142
C 2.839 -0.740 -1.490
C 4.158 -0.771 -1.861
C 4.515 -0.853 -3.219
C 3.552 -0.864 -4.188
C 2.186 -0.764 -3.839
C 1.157 -0.648 -4.802
C -0.126 -0.430 -4.389
C -0.405 -0.382 -3.016
N 0.515 -0.569 -2.088
C 1.829 -0.708 -2.480
C 3.668 -1.391 3.157
H 1.965 -0.996 6.100
H 0.161 -0.428 4.492
H 4.112 -1.395 0.656
H 4.946 -0.710 -1.121
H 5.562 -0.891 -3.488
H 3.823 -0.914 -5.235
H 1.404 -0.700 -5.855
H -0.937 -0.296 -5.090
H -1.410 -0.186 -2.674
H 4.663 -1.651 2.817
O -2.202 1.725 -0.690
C -3.257 1.499 0.164
C -4.137 2.463 0.631
C -5.211 2.059 1.409
C -5.408 0.718 1.717
C -4.481 -0.220 1.303
C -3.369 0.169 0.549
P -2.094 -1.033 0.089
C -2.302 -2.263 1.417
C -2.704 -3.575 1.193
C -2.839 -4.455 2.260
C -2.575 -4.032 3.553
C -2.199 -2.712 3.786
C -2.066 -1.831 2.726
C -2.756 -1.787 -1.430
C -2.190 -2.936 -1.991
C -2.684 -3.461 -3.174
C -3.742 -2.838 -3.824
C -4.310 -1.697 -3.278
C -3.822 -1.174 -2.087
C -1.731 2.996 -0.922
C -2.491 4.004 -1.496
C -1.924 5.258 -1.653
C -0.617 5.504 -1.245
C 0.147 4.475 -0.728
C -0.406 3.201 -0.565
P 0.701 1.853 -0.044
C 1.141 2.284 1.665
C 0.138 2.857 2.448
C 0.365 3.153 3.784
C 1.601 2.886 4.357
C 2.602 2.302 3.591
C 2.370 1.989 2.259
C 2.085 2.222 -1.179
C 3.357 2.643 -0.797
C 4.300 2.988 -1.759
C 3.984 2.927 -3.106
C 2.708 2.537 -3.495
C 1.767 2.195 -2.541
H -4.009 3.506 0.386
H -5.912 2.803 1.764
H -6.269 0.411 2.294
H -4.618 -1.256 1.577
H -2.939 -3.919 0.195
H -3.170 -5.470 2.078
H -2.691 -4.716 4.382
H -2.039 -2.368 4.800
H -1.809 -0.796 2.916
H -1.380 -3.447 -1.491
H -2.253 -4.365 -3.584
H -4.131 -3.250 -4.746
H -5.145 -1.216 -3.770
H -4.286 -0.289 -1.672
H -3.504 3.810 -1.822
H -2.510 6.052 -2.097
H -0.191 6.491 -1.354
H 1.178 4.660 -0.454
H -0.825 3.095 2.010
H -0.418 3.614 4.371
H 1.787 3.143 5.391
H 3.572 2.103 4.028
H 3.166 1.530 1.689
H 3.622 2.760 0.240
H 5.277 3.331 -1.446
H 4.717 3.210 -3.849
H 2.439 2.528 -4.544
H 0.761 1.946 -2.861
S 1.359 -5.044 -0.455
C 0.798 -4.735 1.126
C 0.384 -3.452 1.237
N 0.521 -2.711 0.078
C 1.025 -3.451 -0.889
H 0.775 -5.505 1.881
H -0.056 -3.010 2.116
H 1.194 -3.090 -1.890
```

The lowest unoccupied orbital energy (alpha / beta) comes out at -8.666 / -10.582 eV. As for the max |F|: 0.0114 hartree/bohr. Its calculated total energy is -168540.1743 eV. As for the spin multiplicity: 2. The energy relative to the best compared isomer or geometry (same formula, charge and spin) is 53.5 kJ/mol. As for the net charge: +3.

3.
ORCA calculation (ωB97M-V with the def2-TZVPD basis set) on a molecular structure, C55H42AlN8S4 at a distorted geometry.

```
110
C55H42AlN8S4 (ωB97M-V with the def2-TZVPD basis set)
Al 12.641 13.074 15.773
C 14.586 10.764 20.731
C 13.574 10.472 19.818
N 13.367 11.110 18.673
C 14.267 12.039 18.328
C 15.288 12.441 19.214
C 15.407 11.832 20.442
C 16.174 13.514 18.698
C 17.131 12.940 17.718
C 16.689 12.393 16.542
C 17.595 11.741 15.677
C 17.263 11.497 14.369
C 15.967 11.882 13.986
N 15.030 12.267 14.825
C 15.311 12.484 16.100
H 14.694 10.123 21.611
H 12.896 9.642 20.039
H 16.105 12.252 21.163
H 16.617 14.131 19.460
H 18.181 13.001 17.952
H 18.603 11.507 16.063
H 17.959 11.016 13.676
H 15.746 11.879 12.910
N 12.866 14.497 14.598
S 12.545 15.118 13.282
N 11.833 14.323 12.082
S 12.097 12.885 11.368
N 12.509 11.548 12.172
S 12.061 10.879 13.559
N 11.945 11.587 14.885
C 10.493 10.074 13.119
C 9.296 10.438 13.734
C 8.088 9.799 13.407
C 8.108 8.782 12.480
C 9.301 8.359 11.922
C 10.489 9.037 12.195
C 13.112 9.401 13.663
C 13.339 8.847 14.899
C 14.280 7.815 15.035
C 15.001 7.409 13.926
C 14.723 7.916 12.671
C 13.741 8.897 12.542
C 13.198 13.220 9.978
C 12.828 14.169 9.056
C 13.761 14.616 8.106
C 15.007 14.009 7.985
C 15.314 12.963 8.882
C 14.400 12.572 9.858
C 10.623 12.479 10.441
C 10.729 11.500 9.453
C 9.565 10.972 8.873
C 8.320 11.374 9.314
C 8.220 12.394 10.244
C 9.382 12.976 10.782
C 14.025 15.917 12.545
C 13.812 16.720 11.437
C 14.884 17.367 10.838
C 16.165 17.236 11.355
C 16.380 16.417 12.445
C 15.312 15.756 13.044
C 11.395 16.520 13.417
C 11.261 17.221 14.602
C 10.333 18.245 14.706
C 9.575 18.585 13.610
C 9.676 17.900 12.411
C 10.560 16.828 12.328
H 9.327 11.178 14.556
H 7.147 10.132 13.872
H 7.163 8.319 12.191
H 9.306 7.467 11.305
H 11.415 8.741 11.700
H 12.793 9.246 15.783
H 14.492 7.366 16.016
H 15.797 6.677 14.028
H 15.308 7.621 11.806
H 13.491 9.269 11.545
H 11.833 14.615 9.097
H 13.428 15.395 7.411
H 15.744 14.324 7.245
H 16.288 12.430 8.786
H 14.627 11.754 10.568
H 11.707 11.182 9.076
H 9.668 10.219 8.065
H 7.427 10.878 8.924
H 7.231 12.715 10.589
H 9.252 13.872 11.437
H 12.816 16.894 11.053
H 14.653 18.054 10.008
H 17.007 17.755 10.909
H 17.388 16.311 12.849
H 15.474 15.140 13.947
H 11.958 16.972 15.423
H 10.250 18.762 15.690
H 8.841 19.396 13.711
H 9.034 18.174 11.557
H 10.602 16.235 11.396
S 14.835 14.472 17.707
C 14.212 12.831 17.037
N 5.878 13.158 18.430
C 6.994 13.248 18.081
C 8.340 13.408 17.634
C 9.410 12.952 18.436
C 10.679 12.978 17.929
N 10.948 13.466 16.712
C 9.936 13.895 15.936
C 8.635 13.864 16.343
H 9.268 12.542 19.440
H 11.543 12.642 18.513
H 10.223 14.256 14.936
H 7.888 14.231 15.607
```

The lowest unoccupied orbital energy (alpha / beta) comes out at -5.250 / -5.254 eV. As for the max |F|: 0.0662 hartree/bohr. Its calculated total energy is -119557.1370 eV. As for the spin multiplicity: 2. The energy relative to the best compared isomer or geometry (same formula, charge and spin) is 0.0 kJ/mol. As for the net charge: +2.

Question: What is the formula in the third record?
Answer: C55H42AlN8S4